The following is a DFT calculation (wB97M-V/def2-TZVPD) of a structure of composition C5H7I2NO.

The value obtained for the max |F| is 4.22 eV/A. The value obtained for the total energy is -25033.71039 eV. The LUMO energy is 0.2 eV. The HOMO energy comes out at -8.421 eV. For the frontier orbital gap, the calculation gives 8.633 eV. For the molar mass, the calculation gives 350.9 Da.

Geometry as ORCA input:
```
! wB97M-V def2-TZVPD RIJCOSX def2/J DEFGRID3
* xyz 0 1
C 0.457 0.793 0.489
I -2.460 0.863 -0.547
C -0.825 0.104 0.609
N -0.169 -1.642 0.043
H -1.904 -2.431 -0.674
H -0.246 2.803 0.399
C -0.914 -2.179 -1.052
C 0.591 2.242 0.819
H -1.178 -0.192 1.585
H 0.581 2.384 1.901
H -1.002 -1.498 -1.908
C 1.414 -0.004 -0.007
I 3.427 0.470 -0.308
H -0.414 -3.092 -1.384
H 1.519 2.639 0.418
O 1.124 -1.260 -0.384
*
```

natural (NBO) atomic charge list, values in e, 8 entries: C -0.276; I 0.092; C -0.156; N -0.109; H 0.221; H 0.228; C -0.461; C -0.620